Molecular formula: C19H15Cl5N6NaOP
Method: DFT, ωB97M-V with the def2-TZVPD basis set

Each line ends with the Mulliken charge.
Geometry (Å):
N1 -1.0894 -2.8212 0.6409  -0.048
Na1 -1.3161 -0.5099 1.3530  0.934
C1 -2.7279 4.1139 1.6046  0.681
H1 1.9374 0.2890 2.9906  0.418
C2 -1.9955 3.1922 2.3346  -0.070
Cl1 -3.8457 3.5145 0.4166  -0.217
H2 -2.4040 1.5046 -1.4564  0.307
H3 3.8117 0.1999 -1.6684  0.285
Cl2 -3.5295 6.6002 0.8827  -0.196
H4 4.1751 0.5404 1.4037  0.465
H5 -1.0481 1.5744 -3.8661  0.475
N2 1.1892 -0.8452 1.3402  -0.208
H6 4.9080 -0.8135 -0.7101  0.357
H7 1.5806 -5.1443 -1.3170  0.319
C3 -0.1739 -0.7215 -1.7838  0.132
C4 3.8851 -0.7052 -1.0647  -0.917
C5 -1.1205 3.6742 3.2925  0.683
H8 -1.4471 -6.0617 0.1784  0.398
C6 -1.7100 -3.9863 0.9718  -0.909
H9 0.4409 -0.3258 -5.0068  0.360
N3 -1.1303 -0.1614 -1.0750  0.006
N4 -0.0343 -0.0953 -2.9908  0.236
C7 2.1236 -0.1065 2.0062  -0.878
C8 -1.9425 1.6999 1.8837  -0.647
H10 0.1983 -6.2205 -1.5750  0.310
H11 1.3413 -1.3681 -3.8973  0.350
C9 -0.9551 0.9177 -3.0183  -0.280
C10 -1.2171 -5.0112 0.2138  -0.067
N5 2.9869 -0.6419 0.0722  0.222
C11 1.7233 -1.1525 0.1758  0.244
Cl3 -0.1897 2.5355 4.2200  -0.224
Cl4 0.1539 5.6087 4.7033  -0.196
C12 -2.5951 5.4820 1.8012  -0.151
C13 3.2413 0.0325 1.2358  -0.159
C14 -0.2233 -3.1212 -0.3109  -0.296
H12 0.3839 -4.7701 -2.5713  0.305
N6 -0.2723 -4.4568 -0.5999  0.198
H13 3.6344 -1.5666 -1.6791  0.354
C15 0.5239 -5.1838 -1.5748  -0.816
H14 1.7448 0.3554 -4.0154  0.293
O1 -2.6482 0.9126 2.5193  -0.570
Cl5 -1.4936 7.6413 3.0054  -0.193
C16 -1.6225 0.8623 -1.8270  -0.737
H15 -2.4724 -4.0324 1.7313  0.472
P1 0.9328 -2.0424 -1.2031  -0.343
C17 -0.9522 5.0379 3.5122  -0.167
C18 0.9317 -0.3708 -4.0366  -0.931
C19 -1.6921 5.9469 2.7582  0.414

charge	0
total energy	-3941.439088	Eh
orbital gap	5.933	eV
max |F|	0.5	eV/A